# 1
Density functional theory data (ωB97M-V with the def2-TZVPD basis set) for a 4-piece molecular cluster, C21H45BN2O6 overall in a non-equilibrium geometry.

Last column: Mulliken charge in e.
Geometry (Å):
C: 6.4921 1.1845 3.3649  -1.114
C: 5.0864 0.6667 3.5733  -0.260
O: 4.2102 1.0894 2.5045  -0.241
B: 3.7581 0.1329 1.6739  0.341
O: 4.5576 -0.8880 1.2217  -0.283
C: 2.2054 0.2262 1.2171  0.365
C: 1.4675 0.9142 2.2502  -0.086
N: 0.8359 1.4065 3.1018  -0.656
C: 2.0053 0.8433 -0.2080  1.812
C: 3.3033 1.2163 -0.7668  -0.846
N: 4.3224 1.5658 -1.2448  -0.595
C: 1.1310 2.1011 -0.2393  -1.277
C: -0.3607 1.8460 -0.0518  -0.650
C: -1.1242 1.5453 -1.3354  -0.747
C: -0.7294 0.2737 -2.0736  -1.215
C: -0.8642 -1.0393 -1.2914  0.502
C: -2.0720 -1.1436 -0.3692  -0.839
C: -3.4173 -0.9900 -1.0606  -0.573
C: -4.5434 -1.0098 -0.0318  -0.633
C: -5.9324 -1.1247 -0.6478  -0.741
C: -7.0090 -0.7342 0.3727  -0.821
C: -7.0675 0.7682 0.5786  -0.499
O: -8.0350 1.3151 -0.3232  -0.361
C: -8.7691 2.3717 0.2587  -0.777
H: 6.7397 2.0221 4.0013  0.325
H: 6.5779 1.4651 2.3251  0.312
H: 7.2161 0.3965 3.5133  0.263
H: 4.6606 1.0444 4.4928  0.418
H: 5.0894 -0.4125 3.6556  0.271
H: 4.0585 -1.7054 1.2192  0.271
H: 1.8548 -0.8009 1.1759  0.047
H: 1.6194 0.0917 -0.8792  -0.165
H: 1.2978 2.5925 -1.1938  0.305
H: 1.5080 2.7920 0.5043  0.548
H: -0.5116 1.0917 0.7103  0.233
H: -0.7789 2.7590 0.3579  0.419
H: -2.1801 1.5590 -1.0981  0.383
H: -0.9756 2.3758 -2.0208  0.480
H: -1.3265 0.1844 -2.9734  0.493
H: 0.2965 0.3871 -2.4103  0.413
H: 0.0248 -1.2735 -0.7082  -0.363
H: -0.9599 -1.8470 -2.0060  0.518
H: -2.0641 -2.1445 0.0557  0.579
H: -2.0367 -0.4598 0.4733  0.109
H: -3.5878 -1.7846 -1.7799  0.297
H: -3.5003 -0.0541 -1.6058  0.242
H: -4.4418 -0.1458 0.6171  0.344
H: -4.3929 -1.8837 0.5979  0.282
H: -6.0836 -2.1775 -0.8581  0.357
H: -6.0411 -0.5358 -1.5500  0.402
H: -6.7581 -1.2188 1.3109  0.403
H: -7.9860 -1.0880 0.0712  0.390
H: -6.1164 1.2270 0.3266  0.262
H: -7.3222 1.0279 1.6004  0.467
H: -9.4052 1.9785 1.0477  0.325
H: -9.3750 2.8226 -0.5139  0.244
H: -8.1147 3.1417 0.6604  0.316
C: 2.2065 3.7283 -4.0885  -0.464
O: 2.6149 2.3676 -4.1534  -0.525
H: 2.0136 4.0635 -5.1041  0.276
H: 1.2891 3.8394 -3.5008  0.164
H: 2.9903 4.3528 -3.6514  0.247
H: 2.7915 2.0748 -3.2560  0.255
C: 0.4861 -4.6240 -1.3693  -0.489
O: -0.1521 -4.0861 -2.5222  -0.465
H: 0.5118 -3.8397 -0.6160  0.130
H: -0.0704 -5.4763 -0.9713  0.277
H: 1.5104 -4.9335 -1.5941  0.285
H: -0.1802 -4.7738 -3.1906  0.286
C: 8.2020 -2.9747 2.5428  -0.593
O: 7.4413 -1.8025 2.2680  -0.352
H: 9.0722 -2.6752 3.1206  0.213
H: 7.6216 -3.6949 3.1267  0.278
H: 8.5393 -3.4506 1.6181  0.257
H: 6.6762 -2.0599 1.7490  0.223

Properties
DFT total energy in Eh: -1412.948029
Largest force on an atom in eV/Å: 3.8
Gap between HOMO and LUMO in hartree: 0.348
Net charge: 0

---

# 2
Density functional theory data (ωB97M-V with the def2-TZVPD basis set) for C12H15AsNO11STa as an isolated structure in a non-equilibrium geometry.

Last column: Mulliken charge in e.
Geometry (Å):
Ta: -0.9480 0.4707 0.9044  1.319
O: -2.3327 -0.5253 2.2240  -0.431
C: -1.0866 -1.0125 2.7883  -0.451
C: 0.1952 -0.0748 2.9219  -0.839
N: 1.0459 0.4281 1.7810  0.247
C: 2.0037 -0.5517 1.2705  -0.785
C: 1.2633 -1.7080 0.5445  0.686
O: 2.0059 -2.6959 0.2387  -0.703
O: 0.0208 -1.5575 0.3636  -0.662
C: 1.5672 1.7768 2.0113  -0.622
C: 0.3922 2.8083 2.0906  0.538
O: 0.7602 3.9996 2.3497  -0.660
O: -0.7831 2.3543 1.9500  -0.669
H: -2.6073 0.2634 2.8169  0.436
H: -0.8549 -1.9812 2.3440  0.475
H: -1.3532 -1.2746 3.8218  0.590
H: 0.8801 -0.6055 3.5994  0.620
H: -0.1506 0.7691 3.5299  0.469
H: 2.6392 -0.9475 2.0708  0.397
H: 2.6561 -0.0920 0.5183  0.321
H: 2.1971 2.0914 1.1707  0.335
H: 2.1667 1.8207 2.9274  0.492
O: -3.7307 -0.8432 -2.5155  -0.601
As: -2.2842 -1.3126 -1.4791  1.285
O: -2.4171 -2.9470 -1.3370  -0.769
O: -2.6433 -0.7137 0.2204  -0.682
C: -0.5295 -0.8197 -2.1859  0.217
C: 0.3729 -1.8414 -2.5129  -0.644
C: 1.6374 -1.5326 -3.0199  -0.362
C: 2.0103 -0.2003 -3.2030  -0.643
C: 1.1202 0.8261 -2.8790  -0.436
C: -0.1528 0.5279 -2.3695  -0.120
S: -1.2682 1.8778 -1.9518  1.683
O: -0.6388 3.2532 -2.2212  -0.737
O: -2.4955 1.9215 -2.8738  -0.660
O: -1.8830 1.9775 -0.3522  -0.622
H: -3.9779 -1.6688 -3.0032  0.314
H: 0.0966 -2.8785 -2.3753  0.507
H: 2.3287 -2.3268 -3.2705  0.425
H: 2.9906 0.0376 -3.5953  0.424
H: 1.4265 1.8538 -3.0247  0.563
H: 0.3615 1.0530 -0.2875  -0.242

Properties
DFT total energy in Eh: -4039.478791
Largest force on an atom in eV/Å: 10.3
Gap between HOMO and LUMO in hartree: 0.256
Net charge: 0

---

# 3
Density functional theory data (ωB97M-V with the def2-TZVPD basis set) for C24H24ClINNdO3Si as an isolated structure in a non-equilibrium geometry.

Last column: Mulliken spin population.
Geometry (Å):
Nd: -1.0005 -16.8929 9.0109  3.007
Cl: -2.3465 -10.0959 9.2358  0.000
C: -2.6478 -11.8087 9.3094  0.000
C: -3.1960 -12.2640 10.4972  0.000
C: -3.2866 -13.6576 10.7322  0.000
I: -3.9801 -14.4559 12.4594  0.000
C: -2.7872 -14.5387 9.7341  -0.004
O: -2.7792 -15.8232 9.9466  -0.004
C: -2.2640 -14.0175 8.4572  0.005
N: -1.5035 -14.8817 7.6529  0.001
C: -0.9434 -14.3868 6.5629  0.000
C: -0.9178 -13.0220 6.2688  0.000
C: -1.5780 -12.1118 7.1060  0.001
C: -2.1479 -12.6408 8.2770  -0.002
H: -3.4972 -11.5418 11.2384  0.000
H: -0.3501 -15.0555 5.9732  0.000
H: -0.2328 -12.6739 5.5279  0.000
H: -1.5561 -11.0578 6.7899  0.000
C: 3.4907 -16.2002 5.8321  0.000
C: 2.8765 -16.4277 7.2145  -0.001
C: 2.5728 -17.6840 7.7069  0.002
C: 2.0422 -17.8402 8.9905  -0.003
C: 1.7615 -19.2361 9.4959  0.001
C: 1.6934 -16.7619 9.8338  0.011
C: 2.0831 -15.4874 9.3166  0.001
C: 1.9513 -14.2345 10.1750  0.000
C: 2.5959 -15.3201 8.0200  -0.002
C: 0.9432 -17.0121 11.1893  -0.004
O: 1.6221 -17.0645 12.2131  0.000
O: -0.3737 -17.1854 11.1504  -0.003
H: 4.2531 -16.9945 5.6482  0.000
H: 4.0407 -15.2749 5.8124  0.000
H: 2.7133 -16.2068 5.0398  0.000
H: 2.6555 -18.5261 7.0496  0.000
H: 1.0280 -19.6822 8.7447  0.000
H: 1.3308 -19.2355 10.5084  0.000
H: 2.6623 -19.9051 9.5374  0.000
H: 0.9364 -13.8998 10.1622  0.000
H: 2.5740 -13.3927 9.8185  0.000
H: 2.1635 -14.4123 11.2453  0.000
H: 2.9534 -14.3456 7.8092  0.000
C: -4.5711 -21.8412 8.0230  0.000
Si: -2.7437 -21.8878 7.8157  -0.001
C: -2.3895 -22.6045 6.1191  0.000
C: -1.9755 -23.0827 9.0505  0.000
C: -2.0032 -20.1653 8.0250  -0.022
C: -1.5641 -18.9751 8.0278  0.018
H: -4.7230 -22.9047 7.9805  0.000
H: -5.1997 -21.4774 7.1902  0.000
H: -4.9575 -21.2905 8.8852  0.000
H: -2.7327 -23.6331 6.1080  0.000
H: -1.3294 -22.6425 5.8321  0.000
H: -2.9920 -22.0529 5.3645  0.000
H: -2.5410 -24.0254 8.9068  0.000
H: -2.0934 -22.7194 10.0873  0.000
H: -0.8908 -23.1656 8.9103  0.000

Properties
DFT total energy in Eh: -2818.271075
Expectation value of S²: 3.753
Largest force on an atom in eV/Å: 4.0
Gap between HOMO and LUMO (spin up / spin down) in hartree: 0.252 / 0.252
Net charge: 0
Multiplicity: 4
ΔE to the lowest compared entry with this formula, charge and spin in eV: 0.214

---

# 4
Density functional theory data (ωB97M-V with the def2-TZVPD basis set) for a 3-piece molecular cluster, C3H11NO3 overall.

Last column: Mulliken charge in e.
Geometry (Å):
C: -1.4312 -1.1028 1.6180  -1.191
C: -0.2397 -1.5145 0.7457  0.329
N: -0.6127 -1.4881 -0.6553  -0.626
C: 0.9153 -0.5496 0.9926  -0.194
O: 0.8293 0.5979 0.6520  -0.551
H: -2.0146 -1.9688 1.9233  0.327
H: -2.1408 -0.5820 0.9605  0.313
H: -1.1795 -0.4941 2.4872  0.308
H: 0.0869 -2.5438 0.9397  0.369
H: -0.8476 -0.5492 -0.9648  0.203
H: 0.0469 -1.9426 -1.2655  0.239
H: 1.8449 -0.9436 1.4582  0.392
O: -0.3066 1.3263 -2.3325  -0.622
H: 0.4574 1.8860 -2.1293  0.340
H: -0.7764 1.7825 -3.0471  0.286
O: 1.8896 2.7666 -0.8320  -0.679
H: 1.7194 3.4136 -0.1426  0.293
H: 1.7594 1.9062 -0.4081  0.463

Properties
DFT total energy in Eh: -401.363585
Largest force on an atom in eV/Å: 0.9
Gap between HOMO and LUMO in hartree: 0.365
Net charge: 0
ΔE to the lowest compared entry with this formula, charge and spin in eV: 1.346

---

# 5
Density functional theory data (ωB97M-V with the def2-TZVPD basis set) for a 6-piece molecular cluster, C46H52FNO16S overall in a non-equilibrium geometry.

Last column: Mulliken charge in e.
Geometry (Å):
C: 4.8552 7.8803 3.1906  -0.418
O: 4.6787 7.7405 4.5809  -0.422
C: 5.6988 6.9615 5.1806  -0.915
C: 5.6486 5.4866 4.7514  0.380
C: 6.9429 4.9844 4.0612  -1.225
C: 6.6504 3.9625 2.9369  0.367
C: 6.8816 4.5571 1.5216  -1.187
C: 5.6878 4.3699 0.5742  0.567
C: 5.6518 3.0492 -0.1986  -1.112
C: 5.6950 1.7799 0.6425  -1.216
C: 4.4304 1.4561 1.4547  0.228
C: 3.1045 1.4969 0.6770  -0.343
C: 1.9634 2.2115 1.3635  -0.309
O: 1.7921 1.7969 2.7563  -0.316
S: 2.3090 2.9172 3.7499  1.154
O: 1.2312 3.4954 4.4637  -0.604
O: 3.4535 2.5068 4.4801  -0.630
O: 2.8257 3.9490 2.6007  0.136
C: 2.0243 3.7486 1.4595  0.924
F: 2.6484 4.1515 0.2990  -0.374
C: 0.6755 4.4443 1.4938  -1.528
C: 0.7157 5.9519 1.7377  0.032
O: 1.4370 6.2357 2.9191  -0.434
C: 1.2278 6.7685 0.5079  -0.885
N: 2.2632 7.7596 0.8499  -0.423
H: 5.9041 8.0549 2.9232  0.333
H: 4.2628 8.7331 2.8640  0.219
H: 4.4933 7.0116 2.6314  0.024
H: 6.6754 7.4083 4.9595  0.398
H: 5.5464 7.0324 6.2565  0.319
H: 5.5058 4.8600 5.6312  0.488
H: 4.7861 5.3157 4.1080  -0.271
H: 7.5377 4.4889 4.8297  0.308
H: 7.5216 5.8252 3.6785  0.566
H: 5.6160 3.6507 3.0628  -0.270
H: 7.3335 3.1224 3.0553  0.534
H: 7.0117 5.6326 1.6452  0.553
H: 7.7873 4.1360 1.0825  0.255
H: 5.7478 5.1624 -0.1780  0.468
H: 4.7784 4.5637 1.1431  -0.724
H: 4.8056 3.0712 -0.8869  0.379
H: 6.5472 3.0393 -0.8282  0.467
H: 6.5241 1.8317 1.3477  0.366
H: 5.8999 0.9350 -0.0208  0.415
H: 4.5555 0.4379 1.8253  0.379
H: 4.4306 2.0885 2.3367  -0.458
H: 3.2050 1.8511 -0.3452  0.604
H: 2.7624 0.4635 0.6047  -0.332
H: 1.0125 1.9445 0.8994  0.716
H: 0.1178 4.2691 0.5752  0.368
H: 0.1051 4.0017 2.3127  0.361
H: -0.3201 6.2662 1.9001  0.623
H: 1.1609 7.0843 3.2644  0.344
H: 0.3611 7.3031 0.1006  0.338
H: 1.5982 6.1424 -0.2976  0.402
H: 2.6786 8.0807 -0.0155  0.200
H: 1.8149 8.5690 1.2615  0.231
O: -1.2727 -4.3997 2.7810  -0.627
C: -0.4132 -3.7721 2.1921  0.428
C: 0.3084 -2.6597 2.8601  -0.667
C: 1.2465 -1.9714 2.2172  -0.252
C: 1.6064 -2.2921 0.8100  0.317
O: 2.4677 -1.6539 0.2348  -0.613
C: 0.8853 -3.3980 0.1508  -0.323
C: -0.0566 -4.0902 0.7888  -0.612
H: 0.0288 -2.4469 3.8844  0.456
H: 1.7880 -1.1543 2.6799  0.512
H: 1.1628 -3.6103 -0.8737  0.488
H: -0.5913 -4.9024 0.3292  0.905
O: -7.4059 -3.3911 -0.1595  -0.603
C: -6.1981 -3.4067 -0.2858  0.481
C: -5.3170 -3.9800 0.7604  -0.613
C: -3.9946 -3.9933 0.6141  -0.262
C: -3.3555 -3.4333 -0.6040  0.244
O: -2.1474 -3.4466 -0.7409  -0.413
C: -4.2379 -2.8611 -1.6467  -0.362
C: -5.5580 -2.8483 -1.5010  -0.287
H: -5.8084 -4.3818 1.6372  0.454
H: -3.3290 -4.4062 1.3635  0.436
H: -3.7494 -2.4597 -2.5227  0.417
H: -6.2216 -2.4362 -2.2499  0.463
O: -5.4140 -3.7756 -4.3200  -0.477
C: -4.9580 -3.5251 -5.4169  0.452
C: -5.7966 -3.6283 -6.6364  -0.384
C: -5.3007 -3.3567 -7.8403  -0.377
C: -3.8869 -2.9377 -8.0146  0.291
O: -3.4349 -2.6888 -9.1099  -0.538
C: -3.0473 -2.8355 -6.7934  -0.439
C: -3.5440 -3.1073 -5.5900  -0.203
H: -6.8241 -3.9345 -6.4863  0.449
H: -5.8942 -3.4257 -8.7429  0.408
H: -2.0195 -2.5303 -6.9427  0.425
H: -2.9465 -3.0402 -4.6896  0.416
O: -8.7536 -1.0283 -3.4270  -0.563
C: -9.5735 -1.9178 -3.5260  0.425
C: -9.5029 -3.1271 -2.6704  -0.117
C: -10.3978 -4.1052 -2.7875  -0.402
C: -11.5037 -4.0258 -3.7729  0.306
O: -12.3209 -4.9147 -3.8803  -0.550
C: -11.5742 -2.8124 -4.6280  -0.380
C: -10.6796 -1.8348 -4.5133  -0.437
H: -8.6908 -3.1652 -1.9550  0.462
H: -10.3646 -4.9972 -2.1750  0.457
H: -12.3883 -2.7751 -5.3407  0.417
H: -10.7111 -0.9425 -5.1258  0.425
O: -0.5036 -6.6401 -0.6138  -0.395
C: -0.2251 -7.8215 -0.6450  0.263
C: -0.4346 -8.6877 0.5402  -0.261
C: -0.1282 -9.9817 0.5091  -0.423
C: 0.4342 -10.6113 -0.7129  0.324
O: 0.7114 -11.7896 -0.7426  -0.541
C: 0.6433 -9.7407 -1.8984  -0.335
C: 0.3368 -8.4468 -1.8662  -0.401
H: -0.8459 -8.2071 1.4192  0.457
H: -0.2713 -10.6336 1.3612  0.407
H: 1.0547 -10.2191 -2.7779  0.400
H: 0.4799 -7.7935 -2.7174  0.422

Properties
DFT total energy in Eh: -3540.452688
Largest force on an atom in eV/Å: 1.6
Gap between HOMO and LUMO in hartree: 0.267
Net charge: 0

---

# 6
Density functional theory data (ωB97M-V with the def2-TZVPD basis set) for C27H22N5O6S2V as an isolated structure in a non-equilibrium geometry.

Last column: Mulliken spin population.
Geometry (Å):
V: 0.3781 -0.1882 0.2263  1.127
C: 1.6988 0.9226 3.7684  -0.002
C: 0.4608 0.1603 3.4750  0.028
N: -0.0206 -0.1499 2.2832  -0.056
C: -1.1678 -0.8728 2.4987  0.031
C: -1.3886 -1.0029 3.8395  -0.010
N: -0.3526 -0.3344 4.4371  0.005
C: -2.4132 -1.7233 4.6095  0.000
O: -3.3445 -2.3149 3.9033  0.000
O: -2.3651 -1.7443 5.8247  -0.001
C: -1.8854 -1.3961 1.3172  -0.006
O: -2.9648 -2.0125 1.4896  0.003
O: -1.3151 -1.1746 0.2195  0.001
H: 2.4316 0.7358 2.9897  0.001
H: 2.1107 0.6377 4.7366  0.001
H: 1.5028 1.9952 3.7611  0.002
H: -0.2491 -0.2725 5.4360  0.000
H: -3.1771 -2.2261 2.8856  0.000
C: 4.2716 4.4892 -4.7102  0.000
C: 3.7080 3.8363 -3.4753  0.000
C: 2.4842 3.1782 -3.5072  0.000
C: 1.9570 2.5940 -2.3647  -0.005
C: 2.6665 2.6743 -1.1805  0.014
C: 3.8931 3.3197 -1.1250  0.000
C: 4.4126 3.8907 -2.2733  0.000
S: 2.0074 1.9908 0.3297  -0.024
O: 2.4527 2.8885 1.3754  0.000
O: 2.4856 0.6160 0.4608  -0.004
N: 0.4406 1.8628 0.1670  0.005
C: -0.3764 2.9673 0.0752  0.014
C: 0.0093 4.2949 0.2253  0.010
C: -0.9329 5.3320 0.1521  -0.004
C: -2.2632 5.0934 -0.0679  0.006
C: -2.7009 3.7662 -0.2629  -0.003
C: -4.0429 3.4032 -0.5133  0.003
C: -4.3620 2.0923 -0.7377  -0.003
C: -3.3366 1.1274 -0.7252  0.007
N: -2.0889 1.4304 -0.4768  0.005
C: -1.7577 2.7087 -0.2240  -0.019
H: 3.5172 4.5752 -5.4911  0.000
H: 5.1062 3.9080 -5.1090  0.000
H: 4.6433 5.4876 -4.4760  0.000
H: 1.9343 3.1174 -4.4390  0.000
H: 1.0074 2.0772 -2.3879  0.002
H: 4.4124 3.3725 -0.1770  0.000
H: 5.3739 4.3915 -2.2448  0.000
H: 1.0441 4.5292 0.4264  0.002
H: -0.5888 6.3514 0.2839  0.000
H: -2.9783 5.9072 -0.1035  0.000
H: -4.8075 4.1719 -0.5225  0.000
H: -5.3858 1.7891 -0.9154  0.000
H: -3.5412 0.0775 -0.9114  0.000
S: 1.0955 -0.7163 -2.0507  -0.018
C: 1.7393 -1.9529 -1.0591  -0.026
C: 2.7056 -2.8952 -1.4269  0.016
C: 3.0723 -3.8664 -0.5152  -0.050
C: 2.4805 -3.8761 0.7527  0.028
C: 1.5733 -2.8878 1.0690  -0.032
N: 1.2171 -1.9335 0.1936  -0.031
H: 3.1301 -2.8380 -2.4194  0.001
H: 3.8042 -4.6227 -0.7720  -0.009
H: 2.7317 -4.6350 1.4814  0.002
H: 1.1064 -2.8472 2.0480  -0.013

Properties
DFT total energy in Eh: -3507.925044
Expectation value of S²: 0.799
Largest force on an atom in eV/Å: 1.7
Gap between HOMO and LUMO (spin up / spin down) in hartree: 0.203 / 0.163
Net charge: -1
Multiplicity: 2
ΔE to the lowest compared entry with this formula, charge and spin in eV: 0.944